ORCA calculation (ωB97M-V with the def2-TZVPD basis set) on a 5-piece molecular cluster, C38H69BrN4O10S overall.

Structure (ORCA input):
```
! wB97M-V def2-TZVPD RIJCOSX def2/J DEFGRID3
* xyz 0 1
C -1.38518 -6.86569 1.77431
O -0.20223 -6.44353 1.06673
C -0.53237 -5.39229 0.13350
C 0.03799 -5.68128 -1.33474
C 0.68910 -4.29733 -1.83148
C -0.48474 -3.34862 -2.31108
C -0.40851 -1.88261 -1.71600
N 0.80948 -1.48469 -1.25295
C 0.68795 -0.19707 -0.73379
C 1.93073 0.40928 -0.12005
C 1.96981 1.74772 0.44040
C 0.73863 2.61354 0.42863
C -0.47070 2.02370 -0.14391
Br -2.12388 3.09891 -0.20853
C -0.52251 0.63704 -0.71757
N -1.73639 0.18425 -1.21573
C -1.67937 -1.07366 -1.72624
C -3.04065 -1.60700 -2.32765
C -4.27381 -1.29028 -1.37576
C -4.68654 -2.53113 -0.46962
C -5.61578 -3.55486 -1.26394
C -7.11135 -3.61344 -0.71162
C -7.59664 -5.12805 -0.64392
C -8.34289 -5.63818 -1.94003
S -7.37132 -5.49495 -3.50814
C -5.73604 -6.20952 -3.24628
N -5.52149 -7.32938 -2.51419
N -4.19674 -7.62149 -2.47230
C -3.58538 -6.64609 -3.19721
O -4.50554 -5.76278 -3.71617
H -1.04433 -7.21487 2.79451
H -1.84565 -7.70957 1.17969
H -2.13394 -6.04858 1.95594
H -1.63877 -5.21010 0.03608
H -0.09366 -4.44248 0.57494
H -0.75245 -6.05872 -2.03400
H 0.84305 -6.46196 -1.20263
H 1.30292 -4.56999 -2.73376
H 1.28468 -3.92238 -0.96463
H -0.46476 -3.23941 -3.43310
H -1.45258 -3.85031 -2.00517
H 2.88640 -0.18211 -0.06632
H 2.89535 2.18679 0.90300
H 0.69320 3.65409 0.82974
H -2.99196 -2.67389 -2.65856
H -3.20723 -0.97890 -3.25778
H -4.08610 -0.42472 -0.68543
H -5.15879 -0.98884 -2.01732
H -5.22870 -2.13808 0.43022
H -3.73049 -3.05031 -0.16398
H -5.12156 -4.56920 -1.15341
H -5.65556 -3.32413 -2.37160
H -7.06300 -3.24993 0.35595
H -7.81355 -2.95699 -1.29274
H -6.72218 -5.76561 -0.34815
H -8.35532 -5.17729 0.19900
H -8.54577 -6.73842 -1.78400
H -9.30289 -5.06566 -2.03026
H -2.47979 -6.64563 -3.31094
C 0.45052 5.36418 4.01799
O -0.14959 5.45958 2.73494
C -1.51684 5.05046 2.73882
C -2.45434 6.24665 2.75528
O -2.35517 6.97189 3.97814
C -1.56193 8.14186 3.85089
H 1.39049 5.91756 3.99425
H -0.18240 5.79028 4.79941
H 0.66758 4.31597 4.24924
H -1.71943 4.38149 3.58259
H -1.68142 4.48600 1.81627
H -3.48504 5.88472 2.68288
H -2.26881 6.90168 1.89824
H -2.12906 8.91976 3.33004
H -0.62604 7.94842 3.32167
H -1.32218 8.49791 4.85417
C 5.94753 2.02658 -0.73947
O 5.47355 1.54561 0.51216
C 5.90863 0.21649 0.78134
C 7.08423 0.20173 1.74547
O 8.24397 0.78667 1.16167
C 8.45335 2.11977 1.60177
H 5.79656 3.10657 -0.76770
H 7.01068 1.82265 -0.88217
H 5.37173 1.57216 -1.55233
H 6.15700 -0.30595 -0.14870
H 5.06676 -0.30748 1.24584
H 7.33418 -0.83825 1.97753
H 6.82714 0.70145 2.68457
H 8.85578 2.11358 2.61965
H 7.53671 2.71309 1.56847
H 9.18645 2.58421 0.94010
C 10.79776 4.25356 -4.86065
O 11.27009 4.57238 -3.56028
C 10.22944 5.01344 -2.69482
C 9.78107 3.90483 -1.75577
O 9.15134 2.84406 -2.46710
C 10.01969 1.73681 -2.66300
H 11.58033 3.69688 -5.37772
H 9.89672 3.63698 -4.83030
H 10.59673 5.17400 -5.41851
H 9.38427 5.40437 -3.27136
H 10.63781 5.83562 -2.09888
H 9.03539 4.31153 -1.06458
H 10.61983 3.53058 -1.16030
H 10.11907 1.17411 -1.72940
H 11.00578 2.04560 -3.01695
H 9.57224 1.08623 -3.41617
C -5.22363 2.81923 2.37470
O -6.46097 2.41791 2.94330
C -7.18678 1.53103 2.09761
C -7.03999 0.08562 2.54714
O -5.70208 -0.37726 2.38633
C -4.97654 -0.37668 3.60703
H -4.62217 3.28071 3.15953
H -4.66653 1.97416 1.96412
H -5.40167 3.56104 1.58864
H -6.87640 1.64905 1.05374
H -8.24108 1.81629 2.16849
H -7.67261 -0.54442 1.91327
H -7.37386 -0.03888 3.58188
H -5.29090 -1.22311 4.22571
H -5.10559 0.55563 4.16112
H -3.91754 -0.49200 3.37014
*
```

SMILES: COCCCCc1nc2cccc(Br)c2nc1CCCCCCCSc1nnco1.COCCOC.COCCOC.COCCOC.COCCOC
LUMO level (eV): -0.50

Results of the Mulliken charge analysis, in e, for atoms 1 through 4:
1. C -0.5798
2. O -0.4023
3. C 0.2291
4. C -0.3514